267
Properties=species:S:1:pos:R:3:forces:R:3 method="wB97M-V/def2-TZVPD" orbital_gap_ha=0.3270 e_homo_ha=-0.30981 fmax_ev_per_a=2.630 de_lowest_kj_mol=29.3 e_tot_ha=-4852.0398 smiles=COC[C@H](C)N.COC[C@H](C)N.COC[C@H](C)N.COCCNCCOC.COCCNCCOC.COCCNCCOC.COCCNCCOC.COCCNCCOC.COCCNCCOC.COCCNCCOC.COCCNCCOC.COCCNCCOC lumo_energy_ev=0.47 mol_weight_g_mol=1466.13
C -2.09449 5.06950 1.59252 1.22 0.30 0.62
O -2.83297 5.83980 0.70960 0.12 1.05 -0.40
C -3.00511 7.17055 1.23490 0.06 -0.95 -0.86
C -3.52824 8.06749 0.11981 0.28 0.80 0.47
C -5.00920 7.94395 -0.09472 -1.61 1.15 -0.08
N -2.80626 7.93999 -1.16677 0.03 -0.19 0.47
H -2.59272 4.92214 2.55230 -0.34 -0.23 0.08
H -1.14284 5.58373 1.84523 -0.20 -0.22 -0.13
H -1.82848 4.13405 1.12979 -0.13 -0.45 -0.08
H -3.68722 7.00552 2.07353 -0.10 0.83 0.15
H -2.06308 7.63193 1.56511 0.11 -0.61 0.18
H -3.31105 9.08902 0.50907 -0.39 -0.43 -0.33
H -5.38834 7.01856 -0.48559 0.39 -0.74 -0.35
H -5.31894 8.71664 -0.80521 0.11 -0.14 -0.17
H -5.67202 8.14806 0.76802 0.78 -0.07 0.18
H -2.35312 7.03357 -1.22538 -0.09 0.06 -0.01
H -2.09961 8.65769 -1.29886 -0.17 -0.18 0.21
C -0.52041 2.27378 -0.64507 -0.14 0.13 0.28
O -0.58278 2.06685 0.75201 1.44 0.69 -0.51
C -1.53498 1.16344 1.17826 -1.13 -0.32 -0.08
C -1.11937 0.69499 2.54289 0.18 -0.50 0.56
C 0.02782 -0.30782 2.46826 -0.05 0.01 0.34
N -2.26414 0.14063 3.26089 -0.53 0.33 -0.35
H -1.46689 2.66841 -0.98938 -0.32 0.04 -0.25
H -0.31754 1.33566 -1.16239 0.07 -0.07 -0.12
H 0.25407 3.01578 -0.87576 -0.03 -0.28 0.27
H -2.51313 1.66927 1.26049 0.05 -0.17 -0.09
H -1.65990 0.30548 0.48297 0.13 0.23 0.16
H -0.79651 1.58459 3.09607 0.08 0.01 -0.04
H 0.93884 0.06954 2.02252 0.39 0.48 0.24
H -0.24076 -1.11939 1.81692 -0.47 -0.65 -0.29
H 0.20630 -0.73535 3.46663 0.23 0.21 -0.27
H -1.97081 -0.34670 4.09015 0.15 -0.23 0.36
H -2.78144 -0.52271 2.69260 0.13 -0.07 -0.11
C -4.49753 -1.79141 0.37959 1.00 0.48 -0.86
O -3.11445 -2.21534 0.28279 -1.04 -1.63 0.67
C -2.98977 -3.64599 0.54899 -0.39 0.57 -0.78
C -1.56545 -3.96939 0.93117 -0.64 0.55 1.22
C -0.67837 -3.74161 -0.22115 0.92 -0.96 -1.04
N -1.40687 -5.33107 1.45880 -0.16 0.03 -0.65
H -5.04999 -1.98303 -0.57282 0.33 -0.05 0.64
H -4.36712 -0.71276 0.49443 -0.57 -0.06 0.13
H -5.04273 -2.21830 1.23182 0.28 0.01 -0.07
H -3.70220 -3.92919 1.32296 -0.05 0.05 0.33
H -3.25162 -4.25758 -0.34883 0.03 0.49 0.26
H -1.25798 -3.29714 1.74862 -0.25 -0.02 -0.09
H -0.87790 -4.54767 -0.95020 0.36 0.09 0.11
H 0.33925 -3.81362 0.14513 0.39 -0.10 -0.32
H -0.78823 -2.83724 -0.80271 -0.35 0.47 0.40
H -2.12673 -5.47537 2.15599 0.03 -0.27 0.10
H -1.54783 -6.02152 0.71004 0.02 0.34 0.42
C 2.51888 -2.75731 3.50237 -1.44 -0.70 -0.03
O 3.46383 -3.20593 2.58171 0.57 -0.51 0.27
C 3.70799 -2.23505 1.61888 -0.73 0.56 -1.01
C 4.63774 -2.76669 0.56683 1.00 0.60 -0.08
N 5.87008 -3.27291 1.17268 -0.54 0.00 -0.39
C 6.72625 -3.84683 0.13653 -0.28 -1.01 -0.30
C 7.77050 -4.74778 0.74976 0.66 0.69 0.04
O 7.23302 -5.99567 1.12232 0.06 0.31 0.30
C 8.11009 -6.62346 2.03043 0.51 -0.41 -0.42
H 1.52611 -2.84555 3.01323 0.07 -0.03 0.37
H 2.62168 -1.70279 3.74724 0.43 0.11 0.36
H 2.52999 -3.42014 4.38946 0.11 0.51 -0.41
H 4.08982 -1.34237 2.09966 0.46 0.39 0.16
H 2.76411 -1.90684 1.12134 0.19 -0.27 0.15
H 4.96054 -1.94343 -0.08870 -0.47 -0.04 -0.01
H 4.15356 -3.51748 -0.06766 -0.19 -0.11 0.04
H 5.55974 -3.94426 1.87260 0.52 -0.29 -0.24
H 7.18860 -3.05397 -0.46957 -0.02 -0.03 0.37
H 6.17888 -4.48851 -0.59428 -0.11 0.33 0.28
H 8.11967 -4.21330 1.63583 0.21 -0.04 0.30
H 8.66518 -4.89610 0.11418 -0.41 0.04 -0.07
H 8.23698 -6.07987 2.97488 -0.30 0.05 -0.06
H 9.12693 -6.72069 1.59216 -0.40 -0.03 0.10
H 7.71315 -7.61899 2.20254 0.02 -0.06 0.20
C -2.36234 -0.88061 -2.74467 0.92 0.00 -0.18
O -1.52206 -1.67752 -3.58705 -0.57 0.50 -0.44
C -1.40503 -1.05241 -4.87058 1.05 0.22 -0.36
C -0.53278 -1.93725 -5.78923 -0.47 -1.33 1.23
N -1.15556 -3.25548 -6.16187 -0.40 1.05 0.44
C -2.14086 -3.07495 -7.20523 -0.66 -0.49 -0.78
C -2.95081 -4.40816 -7.40620 1.28 1.53 -1.35
O -3.57666 -4.71799 -6.22574 0.28 1.08 0.81
C -4.10224 -5.98450 -6.24825 0.48 -1.00 0.99
H -3.31502 -0.68320 -3.20595 -0.51 0.13 -0.40
H -1.89126 0.08714 -2.50992 -0.05 -0.18 -0.13
H -2.54403 -1.41060 -1.82612 0.10 -0.32 0.38
H -0.85776 -0.08425 -4.76396 -0.48 -0.41 0.02
H -2.39337 -0.84609 -5.29529 -0.08 -0.05 0.09
H 0.27729 -2.24186 -5.11943 0.42 0.45 -0.35
H -0.13821 -1.41181 -6.66987 -0.29 -0.15 0.28
H -1.73209 -3.52355 -5.35600 0.63 -0.16 0.01
H -1.61551 -2.69078 -8.11293 -0.54 -0.68 0.33
H -2.88669 -2.30725 -6.93643 -0.02 0.00 -0.10
H -2.30382 -5.22278 -7.75312 0.32 0.00 0.28
H -3.70471 -4.30974 -8.18268 -0.21 0.38 -0.45
H -4.95743 -6.07997 -6.90119 -0.51 -0.03 -0.21
H -4.33519 -6.16816 -5.19851 -0.43 -0.51 -0.22
H -3.32297 -6.69143 -6.57305 -0.24 -0.15 0.06
C -4.72365 1.52329 -1.15496 0.46 0.29 1.88
O -3.72563 1.77030 -2.06999 1.54 -0.43 -1.77
C -3.54718 3.13936 -2.42257 -0.17 0.07 1.42
C -2.55992 3.37854 -3.54507 -0.10 0.02 0.73
N -2.93036 2.55241 -4.65002 -0.25 -1.54 -0.61
C -1.91134 2.41935 -5.67238 -0.46 -0.02 -0.18
C -2.43666 1.67416 -6.91865 0.64 0.47 1.09
O -1.27615 1.26008 -7.60031 0.17 -0.24 -0.02
C -1.53061 0.56606 -8.78955 -0.05 -0.19 -0.81
H -5.48864 2.24571 -1.33269 -1.33 0.12 -0.01
H -4.33169 1.76916 -0.12796 -0.42 -0.36 -0.52
H -5.06884 0.46618 -1.14378 0.25 0.84 -0.45
H -3.23241 3.68255 -1.52724 0.32 0.17 0.19
H -4.51599 3.56933 -2.61998 -0.58 0.11 -0.65
H -1.50478 3.26643 -3.17267 -0.65 -0.14 -0.36
H -2.70890 4.42909 -3.82503 0.29 -0.03 0.04
H -3.08481 1.58853 -4.32122 -0.23 0.67 0.17
H -1.02673 1.93442 -5.26483 0.34 -0.18 -0.25
H -1.62348 3.41066 -5.97501 0.33 0.52 -0.24
H -3.03933 2.38548 -7.48793 -0.10 -0.16 -0.32
H -3.06191 0.81595 -6.62924 0.03 0.05 -0.10
H -0.58349 0.17291 -9.20800 -0.34 0.17 0.51
H -1.91363 1.26888 -9.56205 -0.21 -0.50 0.34
H -2.22305 -0.29563 -8.61911 0.29 0.63 -0.24
C 10.77560 5.09237 -0.14849 -0.16 -1.12 -0.27
O 10.12326 3.81569 -0.14199 -0.68 0.48 0.36
C 8.74755 3.95188 0.22395 -0.32 2.50 -0.74
C 8.05343 2.65010 0.38518 0.31 -1.75 -0.73
N 6.75743 2.86311 1.00648 0.88 -0.11 0.23
C 5.85440 1.71649 0.91503 0.82 -0.54 2.18
C 4.55876 2.14961 1.55207 -0.99 1.54 -0.21
O 3.87786 3.01420 0.58011 0.52 -0.89 1.38
C 2.65183 3.44893 1.12332 0.03 1.44 -0.50
H 10.14513 5.84405 -0.59770 -0.25 0.37 -0.12
H 11.66475 4.97369 -0.73825 0.40 -0.04 -0.43
H 11.10508 5.39212 0.83395 -0.21 0.14 0.61
H 8.15512 4.50333 -0.61313 1.07 -0.48 1.29
H 8.65474 4.60720 1.16046 0.10 -0.90 -0.97
H 8.71838 1.92862 0.92338 -0.42 0.33 -0.08
H 7.88736 2.19281 -0.61577 0.15 0.30 0.48
H 7.01656 3.03987 1.97952 -0.77 -0.01 -0.08
H 6.26186 0.80468 1.46466 -0.40 0.77 -0.47
H 5.74791 1.41943 -0.10429 -0.20 0.03 -0.76
H 4.76576 2.72610 2.51489 -0.10 -0.41 -1.11
H 3.81842 1.40516 1.84916 0.37 -0.66 -0.13
H 2.82637 3.98792 2.08653 -0.29 -0.67 -0.27
H 1.88235 2.65352 1.18583 0.36 0.32 0.20
H 2.31858 4.25620 0.43291 -0.17 -0.64 0.33
C 7.33877 -0.77702 -5.66134 0.75 -1.07 -0.04
O 6.61610 0.36384 -5.96020 -0.23 0.80 -0.55
C 5.35713 0.04198 -6.52156 -0.70 0.70 0.44
C 4.54538 1.34296 -6.65476 0.60 0.00 -0.28
N 3.20979 1.13147 -7.23562 0.21 -1.39 1.33
C 2.28283 0.34230 -6.35647 -0.03 0.67 -0.60
C 2.02199 0.88415 -4.93858 0.12 1.01 -0.79
O 1.58515 2.27461 -5.04456 0.50 -1.03 0.07
C 1.35046 2.90584 -3.81013 -0.38 0.01 0.27
H 6.81812 -1.38741 -4.88024 0.29 0.10 -0.80
H 8.31048 -0.48407 -5.25558 -0.13 0.17 0.04
H 7.57350 -1.35837 -6.60230 -0.47 0.14 0.95
H 4.82859 -0.49790 -5.72570 -0.04 -0.85 -0.59
H 5.45557 -0.49196 -7.48840 -0.13 0.00 0.55
H 5.10158 2.04191 -7.29778 -0.23 -0.15 0.13
H 4.58382 1.74639 -5.62799 -0.39 0.27 -0.25
H 2.78947 2.00222 -7.46918 -0.30 0.69 -0.01
H 2.69326 -0.66899 -6.28272 -0.16 0.06 0.18
H 1.31026 0.26037 -6.87690 0.46 0.16 0.11
H 2.94138 0.84239 -4.35951 0.13 -0.02 0.34
H 1.25455 0.27338 -4.45278 0.07 0.05 0.08
H 2.20961 3.36972 -3.29532 0.20 -0.17 -0.58
H 0.92959 2.21884 -3.07046 -0.20 -0.24 -0.06
H 0.59913 3.67523 -3.99921 0.13 0.11 0.07
C 5.39156 -0.44298 5.03195 0.03 -0.39 0.14
O 4.07610 0.03557 4.82480 0.31 0.98 0.64
C 3.72013 1.00402 5.83274 -1.20 -0.37 -0.37
C 2.29569 1.51134 5.48162 0.61 0.95 -0.12
N 1.79150 2.44494 6.53843 -0.66 -1.52 -0.80
C 0.57190 1.89258 7.18146 0.68 -0.08 0.69
C -0.74171 1.82425 6.39524 1.08 0.09 -0.34
O -1.11674 3.14629 6.08918 0.15 0.30 -0.04
C -2.37319 3.17877 5.44196 0.14 -1.20 0.49
H 5.44423 -1.03432 5.96707 0.06 0.22 -0.29
H 6.12550 0.37256 5.08489 -0.14 -0.01 0.03
H 5.66104 -1.08892 4.19192 -0.13 0.04 0.08
H 4.43874 1.83906 5.93574 -0.18 -0.33 -0.37
H 3.64954 0.51807 6.81551 0.18 -0.06 -0.02
H 1.63362 0.63475 5.30359 0.33 0.54 0.18
H 2.33379 2.10945 4.55086 0.11 -0.64 0.09
H 1.59440 3.33266 6.08515 -0.25 -0.15 0.31
H 0.48797 2.43107 8.11857 -0.66 0.46 0.07
H 0.81569 0.89024 7.55843 0.08 -0.08 -0.43
H -1.52333 1.29107 6.95786 0.11 0.15 0.11
H -0.57185 1.23718 5.45840 -0.21 0.32 0.39
H -2.53903 4.12301 4.95382 0.05 0.41 -0.02
H -3.14473 2.96139 6.19464 -0.19 0.23 -0.25
H -2.37732 2.35856 4.72143 -0.39 0.11 -0.38
C -6.47826 -4.32890 3.27160 0.90 0.59 0.05
O -6.22943 -3.06153 3.86136 -0.13 0.15 -0.20
C -5.59778 -3.12067 5.11506 0.63 0.05 0.56
C -4.07099 -3.23322 4.88003 -0.16 -0.09 -1.49
N -3.20568 -3.77854 5.91023 0.55 0.50 0.41
C -3.01650 -2.94167 7.10251 -0.79 -0.36 0.59
C -2.64519 -1.47867 6.89854 0.29 -1.04 0.09
O -1.60250 -1.43399 5.97690 1.18 0.59 -0.98
C -0.37441 -1.95455 6.45610 -0.67 0.24 0.89
H -7.05403 -4.91412 3.98232 -0.34 -0.38 -0.23
H -5.52203 -4.85482 3.04590 -0.59 0.13 0.05
H -6.99502 -4.08355 2.34251 -0.14 -0.48 0.13
H -6.01451 -3.91485 5.74157 0.13 -0.31 -0.08
H -5.84607 -2.18295 5.62383 0.09 -0.01 -0.06
H -3.79669 -2.24217 4.48749 0.31 0.14 0.36
H -3.95908 -3.85947 3.96162 -0.01 0.09 0.79
H -2.25555 -3.92195 5.54594 -0.79 -0.04 -0.25
H -2.24762 -3.42671 7.71730 -0.04 0.10 -0.19
H -3.90663 -2.98707 7.72740 -0.31 -0.01 0.04
H -2.39166 -1.03524 7.86544 0.31 0.03 0.15
H -3.40341 -0.85672 6.48589 -0.97 0.27 -0.43
H -0.32944 -3.04648 6.42672 0.17 0.00 -0.45
H -0.34949 -1.70360 7.51477 0.51 0.10 0.32
H 0.45679 -1.46348 5.95837 0.00 -0.19 -0.26
C -5.80491 4.75237 1.45498 0.68 -0.44 0.72
O -6.14173 3.40083 1.75781 -0.71 0.45 -0.22
C -5.16889 2.66056 2.46467 -0.37 -0.06 -0.15
C -5.74934 1.28858 2.78629 0.79 -0.23 -0.17
N -6.97032 1.35854 3.53412 -0.97 -0.64 0.04
C -7.73061 0.07637 3.52338 0.20 0.38 0.78
C -8.83831 0.25069 4.61564 0.42 -0.02 -0.94
O -9.76948 -0.82577 4.70695 1.23 -0.27 0.93
C -9.17223 -1.93277 5.45023 -1.54 0.25 -1.04
H -5.10754 4.78380 0.62129 0.35 0.10 0.07
H -5.38173 5.25573 2.35175 0.05 -0.26 -0.44
H -6.66589 5.33560 1.17001 -0.64 -0.27 -0.05
H -4.89969 3.18495 3.38438 0.03 0.06 0.21
H -4.26670 2.54593 1.85990 0.15 -0.01 0.03
H -4.99856 0.76822 3.38731 0.11 -0.06 -0.05
H -5.88343 0.68483 1.87345 0.13 0.25 -0.23
H -7.55280 2.04968 3.08805 -0.18 0.34 -0.04
H -7.01056 -0.74416 3.72602 -0.52 0.37 0.16
H -8.20366 -0.16615 2.55111 0.14 0.22 0.21
H -9.39753 1.15049 4.33142 -0.14 -0.23 0.04
H -8.34114 0.50219 5.56861 -0.21 -0.39 -0.10
H -8.62914 -1.55101 6.30239 0.22 0.03 0.33
H -8.53191 -2.52047 4.79032 0.18 0.06 0.12
H -10.01869 -2.56737 5.77890 0.51 0.35 -0.08
C 2.91330 0.61823 -0.94605 -0.48 -0.47 0.21
O 2.70935 -0.59653 -1.62645 0.32 -0.54 0.13
C 1.38095 -1.07051 -1.63666 -0.35 0.69 -0.45
C 1.42059 -2.40486 -2.31197 -0.08 -0.73 -0.97
N 2.20395 -2.35954 -3.55427 0.77 -0.23 -0.08
C 2.45868 -3.69856 -4.07891 0.68 0.00 0.27
C 3.55241 -3.68672 -5.12777 0.04 0.89 -0.17
O 4.77274 -3.06296 -4.71836 -0.51 -0.43 -0.24
C 5.34521 -3.71245 -3.61010 0.60 -0.29 -0.06
H 2.47826 0.52008 0.06482 0.09 0.35 -0.12
H 2.37243 1.37617 -1.52040 0.38 0.53 0.36
H 3.99554 0.79750 -0.84326 -0.69 0.04 -0.38
H 0.68838 -0.39061 -2.18804 0.53 -0.10 0.03
H 0.94635 -1.15051 -0.63144 0.26 -0.05 0.20
H 0.39532 -2.70856 -2.62692 0.63 0.14 0.50
H 1.83482 -3.16208 -1.62560 -0.09 0.06 0.01
H 3.11594 -1.89069 -3.47484 -0.70 -0.09 0.49
H 1.59471 -3.99496 -4.64475 -0.72 -0.70 0.06
H 2.73727 -4.46801 -3.30998 -0.55 0.55 -0.21
H 3.17927 -3.07931 -5.94979 0.19 0.06 -0.24
H 3.72972 -4.69755 -5.50172 0.12 -0.13 0.08
H 5.41131 -4.82980 -3.76237 -0.12 1.01 0.27
H 4.80774 -3.44359 -2.69936 -0.16 -0.39 0.21
H 6.35308 -3.29485 -3.49706 -0.09 -0.27 -0.07